C4H9N2 as an isolated structure at a distorted geometry. Source: OMol25; level of theory: wB97M-V/def2-TZVPD.

Calculated values
Net charge = +1
F_max = 7.6 eV/A
E_LUMO = -3.8 eV
Electronic energy = -7264.333 eV
Energy above the lowest of the compared OMol25 structures with the same formula, charge and spin = 367.47 kJ/mol

Last column: Mulliken charge in e.
CARTESIAN COORDINATES (ANGSTROEM)
C (1.465, 1.095, -0.423)  -0.0112
C (0.045, 1.501, -0.784)  -0.5366
C (-0.104, -0.847, -0.007)  0.0733
C (-0.270, -1.717, 1.089)  -1.2600
N (1.635, 0.041, 0.141)  -0.4784
N (-0.898, 0.426, -0.182)  -0.2234
H (2.269, 1.740, -0.652)  0.4654
H (-0.108, 2.372, -0.165)  0.3608
H (-0.069, 1.661, -1.862)  0.3332
H (0.042, -1.039, -1.123)  0.3949
H (0.302, -2.690, 0.989)  0.3185
H (-1.300, -2.098, 1.165)  0.4028
H (-0.115, -1.353, 2.057)  0.3778
H (-1.287, 0.730, 0.724)  0.3723
H (-1.608, 0.177, -0.968)  0.4107



C26H64AlClFO7 as an isolated structure at a distorted geometry. Source: OMol25; level of theory: wB97M-V/def2-TZVPD.

Calculated values
Net charge = -1
F_max = 1.5 eV/A
E_LUMO = 2.4 eV
Electronic energy = -64167.657 eV

Last column: Mulliken charge in e.
CARTESIAN COORDINATES (ANGSTROEM)
C (2.205, -0.080, -1.125)  -1.1990
C (1.449, 1.093, -0.929)  0.9771
C (0.396, 1.596, -1.757)  0.0632
Al (-0.195, 0.443, -3.331)  -0.1773
O (-1.657, 1.327, -3.986)  -0.6923
C (1.157, 0.426, -4.875)  -0.6934
C (2.126, -0.683, -4.794)  0.3420
F (3.137, -0.559, -5.827)  -0.4190
C (-0.816, -1.411, -2.818)  0.1599
C (-0.971, -1.659, -1.310)  -0.0372
C (-0.691, -3.103, -0.916)  1.1585
Cl (-2.229, -4.051, -0.769)  -0.3176
H (3.133, -0.028, -1.668)  0.3234
H (1.890, -0.999, -0.666)  0.0253
H (1.660, 1.705, -0.044)  -0.5785
H (-0.466, 1.816, -1.118)  -0.2424
H (0.758, 2.562, -2.125)  0.7193
H (-1.983, 0.872, -4.779)  0.2191
H (1.693, 1.374, -4.836)  0.2458
H (0.606, 0.375, -5.808)  0.3245
H (1.661, -1.641, -4.980)  -0.0464
H (2.660, -0.696, -3.854)  -0.0518
H (-1.796, -1.562, -3.270)  0.4762
H (-0.188, -2.175, -3.255)  -0.5109
H (-2.001, -1.479, -1.041)  0.4471
H (-0.355, -1.000, -0.713)  -0.6582
H (-0.226, -3.133, 0.062)  -0.3793
H (-0.054, -3.600, -1.629)  -0.3831
C (0.100, -1.014, 2.672)  -0.8865
C (-1.314, -0.466, 2.806)  1.0397
C (-2.046, -1.089, 3.987)  -1.5998
O (-2.040, -0.691, 1.602)  -0.5072
H (0.079, -2.094, 2.494)  0.1165
H (0.612, -0.559, 1.822)  0.0789
H (0.687, -0.824, 3.573)  0.4962
H (-1.274, 0.617, 2.935)  -0.1920
H (-2.135, -2.170, 3.852)  0.3600
H (-3.057, -0.685, 4.067)  0.3743
H (-1.520, -0.900, 4.925)  0.3934
H (-2.089, -1.644, 1.454)  0.2803
C (-1.868, 4.036, 0.935)  -1.5078
C (-0.675, 3.307, 1.532)  1.2837
C (-0.447, 3.686, 2.987)  -1.4983
O (0.500, 3.586, 0.770)  -0.4197
H (-1.709, 5.118, 0.961)  0.3736
H (-2.011, 3.755, -0.108)  0.3542
H (-2.785, 3.809, 1.483)  0.3349
H (-0.834, 2.229, 1.456)  -0.3026
H (-0.231, 4.754, 3.076)  0.4417
H (0.412, 3.155, 3.391)  0.2926
H (-1.322, 3.458, 3.600)  0.4133
H (0.658, 4.537, 0.804)  0.2713
C (1.831, -6.270, -3.288)  -1.2829
C (1.249, -5.133, -4.117)  0.5390
C (1.785, -5.149, -5.541)  -1.4626
O (1.532, -3.883, -3.502)  -0.4276
H (2.919, -6.174, -3.220)  0.3254
H (1.437, -6.240, -2.271)  0.2373
H (1.597, -7.243, -3.725)  0.4047
H (0.161, -5.217, -4.136)  0.2714
H (2.870, -5.018, -5.542)  0.3299
H (1.359, -4.328, -6.118)  0.3643
H (1.549, -6.090, -6.044)  0.4279
H (2.490, -3.768, -3.470)  0.2420
C (-5.839, 5.929, 1.612)  -1.2439
C (-5.877, 5.842, 0.093)  0.3965
C (-7.294, 5.620, -0.416)  -1.2879
O (-5.021, 4.801, -0.361)  -0.4701
H (-6.193, 4.995, 2.056)  0.3277
H (-4.817, 6.088, 1.959)  0.2759
H (-6.464, 6.745, 1.980)  0.4101
H (-5.478, 6.764, -0.334)  0.2468
H (-7.692, 4.676, -0.033)  0.3437
H (-7.303, 5.559, -1.504)  0.3145
H (-7.960, 6.427, -0.105)  0.3716
H (-5.346, 3.967, 0.000)  0.3257
C (2.593, -6.635, 1.129)  -1.2922
C (2.007, -5.601, 2.079)  0.3457
C (1.080, -6.245, 3.101)  -1.3491
O (1.310, -4.602, 1.344)  -0.3907
H (1.797, -7.132, 0.568)  0.3128
H (3.252, -6.156, 0.404)  0.2991
H (3.161, -7.395, 1.670)  0.4217
H (2.815, -5.082, 2.596)  0.2995
H (0.239, -6.730, 2.599)  0.3275
H (0.668, -5.490, 3.771)  0.3160
H (1.605, -6.994, 3.698)  0.4162
H (0.585, -5.031, 0.870)  0.2523
C (3.696, 3.218, 2.272)  -1.1216
C (3.449, 4.522, 3.014)  0.6330
C (4.744, 5.122, 3.542)  -1.4763
O (2.531, 4.311, 4.090)  -0.5293
H (4.140, 2.477, 2.943)  0.3331
H (2.758, 2.807, 1.900)  0.1636
H (4.370, 3.363, 1.426)  0.3696
H (2.965, 5.236, 2.345)  0.1781
H (5.219, 4.438, 4.251)  0.3634
H (4.547, 6.056, 4.072)  0.3485
H (5.446, 5.322, 2.732)  0.3750
H (2.933, 3.679, 4.697)  0.3388



One molecule with the formula C4H4 at a distorted geometry. Source: OMol25; level of theory: wB97M-V/def2-TZVPD.

Calculated values
Net charge = 0
F_max = 5.1 eV/A
E_LUMO (spin up / spin down) = -0.4 / -0.3 eV
Electronic energy = -4206.528 eV
Energy above the lowest of the compared OMol25 structures with the same formula, charge and spin = 350.26 kJ/mol

Last column: Mulliken charge in e.
CARTESIAN COORDINATES (ANGSTROEM)
C (-1.943, 0.478, 0.022)  -0.3791
C (-1.281, -0.690, 0.066)  -0.0232
C (0.084, -0.643, -0.269)  -0.0545
C (1.217, -0.169, 0.088)  -0.6656
H (-1.885, 1.247, -0.797)  0.2485
H (-1.690, -1.514, 0.668)  0.2852
H (1.992, -0.636, -0.286)  0.3315
H (1.178, 0.644, 0.817)  0.2572



C26H28N2S2SiSn as an isolated structure at a distorted geometry. Source: OMol25; level of theory: wB97M-V/def2-TZVPD.

Calculated values
Net charge = +2
F_max = 4.4 eV/A
E_LUMO = -7.1 eV
Electronic energy = -65758.354 eV
Energy above the lowest of the compared OMol25 structures with the same formula, charge and spin = 0.00 kJ/mol

Last column: Mulliken charge in e.
CARTESIAN COORDINATES (ANGSTROEM)
C (-2.982, -0.027, 3.335)  -0.4099
C (-2.552, -1.299, 2.854)  -0.8146
C (-1.138, -1.302, 2.794)  -0.5346
H (-3.210, -2.150, 2.643)  0.4427
C (-0.660, -0.048, 3.252)  -0.5985
C (-1.794, 0.780, 3.567)  -0.3432
H (-1.768, 1.727, 4.111)  0.4591
H (-3.994, 0.240, 3.647)  0.4930
H (-0.512, -2.166, 2.539)  0.5177
H (0.373, 0.195, 3.501)  0.6877
Sn (-2.074, 0.945, 1.219)  0.9257
C (0.916, -0.165, -0.717)  0.0487
H (1.158, -0.627, 0.252)  0.1069
H (1.078, 0.926, -0.594)  -0.1153
H (-0.170, -0.218, -0.985)  -0.1356
Si (1.411, -1.430, -1.974)  0.1270
C (0.556, -1.894, -3.494)  0.7128
C (-0.421, -2.901, -3.309)  -0.2367
H (-0.580, -3.297, -2.304)  0.3703
C (-1.164, -3.375, -4.393)  -0.7294
H (-1.917, -4.166, -4.247)  0.3802
C (-0.933, -2.841, -5.677)  -0.3600
H (-1.510, -3.222, -6.531)  0.3899
C (0.026, -1.831, -5.873)  -0.5863
H (0.190, -1.422, -6.886)  0.3845
C (0.769, -1.362, -4.786)  -0.4471
H (1.521, -0.588, -4.905)  0.3907
C (2.734, -2.518, -1.334)  0.6708
C (3.055, -3.712, -2.026)  -0.4778
H (2.704, -3.842, -3.052)  0.4156
C (3.777, -4.725, -1.386)  -0.6078
H (3.951, -5.683, -1.893)  0.3936
C (4.249, -4.523, -0.075)  -0.3457
H (4.776, -5.331, 0.445)  0.3965
C (4.057, -3.292, 0.570)  -0.6935
H (4.451, -3.127, 1.588)  0.3943
C (3.338, -2.279, -0.069)  -0.0613
H (3.210, -1.305, 0.408)  0.3415
H (1.996, 0.691, -2.150)  -0.0186
H (1.970, 1.393, -1.622)  0.1961
C (-4.820, 2.872, 3.033)  -0.9814
C (-3.868, 3.696, 2.250)  0.4344
N (-2.769, 3.250, 1.680)  0.0437
C (-1.956, 4.286, 1.190)  0.0541
C (-2.558, 5.526, 1.281)  -0.5473
S (-4.089, 5.425, 2.071)  -0.0754
C (-0.575, 4.000, 0.887)  -0.0488
C (0.404, 4.925, 0.564)  -0.4829
S (1.974, 4.236, 0.644)  -0.1047
C (1.249, 2.707, 1.133)  0.1930
N (-0.069, 2.715, 1.143)  0.1085
C (2.145, 1.615, 1.594)  -0.8049
H (-5.633, 3.528, 3.370)  0.4623
H (-5.233, 2.066, 2.408)  0.2670
H (-4.326, 2.456, 3.923)  0.1948
H (-2.101, 6.444, 0.933)  0.3757
H (0.193, 5.959, 0.325)  0.4119
H (2.668, 1.175, 0.732)  0.2230
H (2.899, 2.046, 2.269)  0.5518
H (1.576, 0.846, 2.130)  -0.0040



- Among the records above, which one has the lowest electronic energy?
  C26H28N2S2SiSn



- F_max of number 4 (C26H28N2S2SiSn)?
  4.4 eV/A



- Which value of F_max does entry 4 give?
  4.4 eV/A



- Which of these has the lowest electronic energy?
  C26H28N2S2SiSn